[1]
One molecule with the formula C2H5ClS at a distorted geometry. Source: the OMol25 dataset; level of theory: ωB97M-V/def2-TZVPD.

* DFT total energy: -937.357289 Ha
* energy relative to the best compared isomer or geometry (same formula, charge and spin): 60.5 kcal per mole
* M: 96.582 g/mol
* LUMO level (alpha / beta): 0.7 / -3.3 eV
* Kohn-Sham gap (alpha / beta): 5.15 / 7.32 eV

Structure (ORCA input):
```
! RIJCOSX wB97M-V def2-TZVPD def2/J DEFGRID3
* xyz 0 3
Cl 1.98726 -0.89318 0.06308
S 0.62327 1.80172 0.09753
C -0.89541 -0.68459 0.54362
C 0.54558 0.03993 -0.28709
H 0.29998 -0.06706 -1.34174
H 0.79644 2.20927 -1.16978
H -0.60920 -0.73915 1.58694
H -1.71042 -0.00320 0.38836
H -1.03750 -1.66374 0.11908
*
```

***

[2]
A 2-piece molecular cluster, C2H5ClS2 overall at a distorted geometry. Source: the OMol25 dataset; level of theory: ωB97M-V/def2-TZVPD.

* DFT total energy: -1335.683812 Ha
* energy relative to the best compared isomer or geometry (same formula, charge and spin): 56.7 kcal per mole
* M: 128.649 g/mol
* LUMO level: -0.8 eV
* Kohn-Sham gap: 8.01 eV

Structure (ORCA input):
```
! RIJCOSX wB97M-V def2-TZVPD def2/J DEFGRID3
* xyz 0 1
Cl 1.73476 -1.35420 -1.10948
S 0.88992 -0.91747 2.07811
S 1.36077 1.57494 -0.22539
C 0.82578 -0.04276 -0.26125
C -0.55383 -0.12502 -0.65076
H -1.03294 0.53125 0.08294
H 2.60837 1.47132 -0.77911
H -0.63408 0.40087 -1.63633
H -1.12441 -1.03709 -0.59320
H -0.32261 -1.55371 2.04743
*
```

***

[3]
One molecule with the formula C2H5F2N at a distorted geometry. Source: the OMol25 dataset; level of theory: ωB97M-V/def2-TZVPD.

* DFT total energy: -333.655490 Ha
* energy relative to the best compared isomer or geometry (same formula, charge and spin): 29.1 kcal per mole
* SMILES: CNC(F)F
* M: 81.065 g/mol
* LUMO level: 1.0 eV
* Kohn-Sham gap: 10.90 eV

Structure (ORCA input):
```
! RIJCOSX wB97M-V def2-TZVPD def2/J DEFGRID3
* xyz 0 1
F 1.60017 1.28767 -0.08300
F 2.20297 -0.70783 0.02912
N -0.00736 -0.56109 -0.35435
C -1.27189 0.06742 -0.01770
C 1.10751 0.10619 0.27300
H -2.02876 -0.22244 -0.89274
H -1.55157 -0.43422 1.01044
H -0.03301 -0.84508 -1.35384
H -1.10709 1.19080 0.05181
H 1.08904 0.11859 1.33726
*
```

***

[4]
A 2-piece molecular cluster, C2H5F2N overall at a distorted geometry. Source: the OMol25 dataset; level of theory: ωB97M-V/def2-TZVPD.

* DFT total energy: -333.596091 Ha
* energy relative to the best compared isomer or geometry (same formula, charge and spin): 66.4 kcal per mole
* M: 81.065 g/mol
* LUMO level: 0.8 eV
* Kohn-Sham gap: 9.55 eV

Structure (ORCA input):
```
! RIJCOSX wB97M-V def2-TZVPD def2/J DEFGRID3
* xyz 0 1
F -1.64246 0.78778 -1.12727
F -1.81381 0.70902 1.14881
N -1.23520 -1.14817 -0.07681
C 0.99662 0.84148 0.00863
C -1.17825 0.23530 0.00385
H 1.21549 -0.02917 0.57154
H 0.84572 1.77973 0.49150
H -0.64470 -1.49853 0.70326
H -0.84328 -1.53726 -0.96654
H 1.53954 0.98262 -0.84957
*
```

***

[5]
One molecule with the formula C2H5F2N at a distorted geometry. Source: the OMol25 dataset; level of theory: ωB97M-V/def2-TZVPD.

* DFT total energy: -333.686832 Ha
* energy relative to the best compared isomer or geometry (same formula, charge and spin): 9.4 kcal per mole
* SMILES: CC(N)(F)F
* M: 81.065 g/mol
* LUMO level: 1.0 eV
* Kohn-Sham gap: 11.92 eV

Structure (ORCA input):
```
! RIJCOSX wB97M-V def2-TZVPD def2/J DEFGRID3
* xyz 0 1
F -1.18913 -0.75964 1.38508
F 0.50453 -1.83166 0.51881
N 0.86112 0.23816 1.04078
C -0.12738 -0.62858 0.61822
C -0.61648 -0.21207 -0.80323
H -1.29355 0.48336 -0.51272
H 0.23563 0.13077 -1.27078
H 1.32399 -0.25958 1.77778
H -1.28557 -1.02399 -1.16737
H 0.49355 1.06491 1.44334
*
```

***

[6]
A 2-piece molecular cluster, C2H5F3O overall at a distorted geometry. Source: the OMol25 dataset; level of theory: ωB97M-V/def2-TZVPD.

* DFT total energy: -454.004065 Ha
* energy relative to the best compared isomer or geometry (same formula, charge and spin): 32.9 kcal per mole
* SMILES: CC(F)(F)F.O
* M: 102.055 g/mol
* LUMO level: 0.6 eV
* Kohn-Sham gap: 12.06 eV

Structure (ORCA input):
```
! RIJCOSX wB97M-V def2-TZVPD def2/J DEFGRID3
* xyz 0 1
F 0.89774 -1.31097 0.41435
F 0.42307 -1.48889 -1.78197
F -0.99412 -1.82466 -0.22959
O 0.67319 0.53526 1.49732
C -0.45646 0.44699 -0.62762
C -0.04224 -1.05876 -0.55590
H 0.45568 1.04549 -0.79012
H 0.69307 1.02667 2.34959
H 0.42943 1.21236 0.82622
H -1.17265 0.67060 -1.43612
H -0.90674 0.74593 0.33388
*
```

***

[7]
One molecule with the formula C2H5FIN. Source: the OMol25 dataset; level of theory: ωB97M-V/def2-TZVPD.

* DFT total energy: -531.506390 Ha
* energy relative to the best compared isomer or geometry (same formula, charge and spin): 0.4 kcal per mole
* SMILES: CN[C@@H](F)I
* M: 188.971 g/mol
* LUMO level: 0.5 eV
* Kohn-Sham gap: 9.82 eV

Structure (ORCA input):
```
! RIJCOSX wB97M-V def2-TZVPD def2/J DEFGRID3
* xyz 0 1
I 3.35857 0.87202 -1.45966
F 2.25851 -1.18317 0.25653
N 0.59530 0.06226 -0.78144
C 1.82359 0.06428 -0.13543
C -0.58334 -0.00916 0.06670
H -1.46155 0.11800 -0.56212
H -0.66399 -0.95634 0.61205
H 0.56390 -0.61643 -1.53414
H -0.54605 0.80919 0.78526
H 1.81427 0.69232 0.75893
*
```

***

[8]
A 2-piece molecular cluster, C2H5FIN overall at a distorted geometry. Source: the OMol25 dataset; level of theory: ωB97M-V/def2-TZVPD.

* DFT total energy: -531.417232 Ha
* energy relative to the best compared isomer or geometry (same formula, charge and spin): 56.4 kcal per mole
* M: 188.971 g/mol
* LUMO level: 0.3 eV
* Kohn-Sham gap: 9.01 eV

Structure (ORCA input):
```
! RIJCOSX wB97M-V def2-TZVPD def2/J DEFGRID3
* xyz 0 1
I 2.54225 0.45844 -0.13541
F 0.72522 -1.57473 -0.75491
N 0.17577 -0.79743 1.28481
C -0.80863 0.97191 -0.82554
C 0.57393 -0.50604 0.05356
H -0.72524 1.45154 0.16831
H -0.24050 1.53921 -1.51297
H 0.15448 -1.82538 1.39593
H -0.69044 -0.26697 1.49026
H -1.70684 0.54944 -1.16404
*
```

***

[9]
C2H5FN2 as an isolated structure at a distorted geometry. Source: the OMol25 dataset; level of theory: ωB97M-V/def2-TZVPD.

* DFT total energy: -288.289541 Ha
* energy relative to the best compared isomer or geometry (same formula, charge and spin): 175.2 kcal per mole
* M: 76.074 g/mol
* LUMO level (alpha / beta): -1.6 / -1.6 eV
* Kohn-Sham gap (alpha / beta): 7.60 / 7.59 eV

Structure (ORCA input):
```
! RIJCOSX wB97M-V def2-TZVPD def2/J DEFGRID3
* xyz 0 1
F -2.60390 0.49571 -0.92299
N -0.88393 -0.47505 0.69861
N -2.48313 -0.57857 -0.20680
C 0.05771 0.41514 0.19279
C 1.38999 -0.40963 0.00684
H -0.39814 1.00273 -0.70442
H 1.21973 -1.23409 0.60993
H 0.17454 1.15781 1.08175
H 2.12976 0.32191 0.23533
H 1.39738 -0.69597 -0.99105
*
```

***

[10]
One molecule with the formula C2H5FN2O at a distorted geometry. Source: the OMol25 dataset; level of theory: ωB97M-V/def2-TZVPD.

* DFT total energy: -363.781428 Ha
* energy relative to the best compared isomer or geometry (same formula, charge and spin): 18.5 kcal per mole
* SMILES: NNC(=O)CF
* M: 92.073 g/mol
* LUMO level: 0.8 eV
* Kohn-Sham gap: 10.42 eV

Structure (ORCA input):
```
! RIJCOSX wB97M-V def2-TZVPD def2/J DEFGRID3
* xyz 0 1
F -1.56273 -0.67257 -0.29551
O 1.66049 -0.56058 0.97388
N -0.45191 1.51686 -1.02159
N 0.62735 0.98531 -0.26469
C -0.52618 -1.14568 0.46489
C 0.66394 -0.17041 0.38295
H -0.20781 -2.09878 0.09628
H -1.14144 1.91672 -0.38678
H 1.55091 1.32395 -0.54493
H -0.73436 -1.20517 1.51115
H -0.74132 0.98251 -1.89022
*
```

***

[11]
C2H5FNO2 as an isolated structure at a distorted geometry. Source: the OMol25 dataset; level of theory: ωB97M-V/def2-TZVPD.

* DFT total energy: -384.188802 Ha
* energy relative to the best compared isomer or geometry (same formula, charge and spin): 0.0 kcal per mole
* M: 94.065 g/mol
* LUMO level (alpha / beta): 4.6 / 4.6 eV
* Kohn-Sham gap (alpha / beta): 8.28 / 8.28 eV

Structure (ORCA input):
```
! RIJCOSX wB97M-V def2-TZVPD def2/J DEFGRID3
* xyz -1 1
F 0.67308 -2.43112 -2.37007
O 0.84000 0.09496 -1.81033
O 2.74930 -1.34062 -2.54036
N 1.90935 -1.49212 -1.74095
C -0.17238 -0.04210 -0.94771
C 0.25951 0.10533 0.53059
H -0.54219 0.44544 1.02659
H -0.92630 0.83558 -0.96726
H 0.95714 0.93744 0.66441
H 0.65114 -0.86153 0.85906
H -0.63229 -1.09707 -0.81998
*
```

***

[12]
A 2-piece molecular cluster, C2H5FO overall at a distorted geometry. Source: the OMol25 dataset; level of theory: ωB97M-V/def2-TZVPD.

* DFT total energy: -254.210561 Ha
* energy relative to the best compared isomer or geometry (same formula, charge and spin): 50.5 kcal per mole
* M: 64.059 g/mol
* LUMO level: 0.6 eV
* Kohn-Sham gap: 11.33 eV

Structure (ORCA input):
```
! RIJCOSX wB97M-V def2-TZVPD def2/J DEFGRID3
* xyz 0 1
F 2.27330 1.14684 -0.39121
O 2.26973 -0.71571 -1.45166
C -1.88864 0.01281 0.84093
C 1.94722 -0.25013 -0.33385
H 2.87585 -0.23295 -2.05503
H -2.50095 0.84867 0.56812
H -0.81389 0.03082 0.52847
H -2.45816 -0.82256 0.31321
H -1.70447 -0.01780 1.98102
*
```

***

[13]
A 2-piece molecular cluster, C2H5FO2 overall at a distorted geometry. Source: the OMol25 dataset; level of theory: ωB97M-V/def2-TZVPD.

* DFT total energy: -329.290337 Ha
* energy relative to the best compared isomer or geometry (same formula, charge and spin): 170.8 kcal per mole
* M: 80.058 g/mol
* LUMO level (alpha / beta): 0.7 / -0.8 eV
* Kohn-Sham gap (alpha / beta): 11.26 / 7.40 eV

Structure (ORCA input):
```
! RIJCOSX wB97M-V def2-TZVPD def2/J DEFGRID3
* xyz 0 1
F 2.21340 0.14158 0.22050
O -0.64717 1.44343 -0.09055
O -1.15287 0.25266 -0.46560
C -1.21266 -0.69771 0.52462
C 2.10941 1.45976 0.20788
H -2.09544 -1.18608 0.54203
H -1.06797 -0.14440 1.50380
H 1.94413 1.98488 -0.63052
H -0.47629 -1.53288 0.53061
H 2.26443 2.04299 1.16230
*
```

***

[14]
An isolated ion of composition C2H5IN and charge +1 at a distorted geometry. Source: the OMol25 dataset; level of theory: ωB97M-V/def2-TZVPD.

* DFT total energy: -431.282736 Ha
* energy relative to the best compared isomer or geometry (same formula, charge and spin): 45.4 kcal per mole
* SMILES: I[C@@H]1C[NH2+]1
* M: 169.973 g/mol
* LUMO level: -6.2 eV
* Kohn-Sham gap: 8.05 eV

Structure (ORCA input):
```
! RIJCOSX wB97M-V def2-TZVPD def2/J DEFGRID3
* xyz 1 1
I -2.91592 0.00862 0.04271
N 0.42844 -0.80424 -0.18101
C -0.40126 0.06035 0.65099
C 0.32641 0.68477 -0.38283
H 1.31418 1.11731 -0.02149
H -0.18828 1.26926 -1.15808
H 0.17116 -1.43910 -0.85456
H 1.36132 -1.03099 0.25849
H -0.09606 0.13403 1.64577
*
```

***

[15]
C2H5IN2 as an isolated structure at a distorted geometry. Source: the OMol25 dataset; level of theory: ωB97M-V/def2-TZVPD.

* DFT total energy: -486.219073 Ha
* energy relative to the best compared isomer or geometry (same formula, charge and spin): 86.6 kcal per mole
* M: 183.980 g/mol
* LUMO level (alpha / beta): -0.5 / -1.0 eV
* Kohn-Sham gap (alpha / beta): 7.85 / 7.34 eV

Structure (ORCA input):
```
! RIJCOSX wB97M-V def2-TZVPD def2/J DEFGRID3
* xyz 0 1
I -2.69280 -0.07669 -1.00068
N -0.67546 1.18331 0.54193
N -1.11565 0.03248 0.31935
C 0.48177 -1.57313 -0.63364
C 0.45611 1.65492 0.83966
H -0.21513 -2.01379 -1.31453
H 0.49435 2.68052 1.16926
H 0.65476 -2.05633 0.30747
H 1.23422 -0.90972 -1.00770
H 1.37782 1.07844 0.77888
*
```

***

[16]
One molecule with the formula C2H5IN2OS at a distorted geometry. Source: the OMol25 dataset; level of theory: ωB97M-V/def2-TZVPD.

* DFT total energy: -959.781012 Ha
* energy relative to the best compared isomer or geometry (same formula, charge and spin): 14.2 kcal per mole
* M: 232.046 g/mol
* LUMO level: 0.5 eV
* Kohn-Sham gap: 9.80 eV

Structure (ORCA input):
```
! RIJCOSX wB97M-V def2-TZVPD def2/J DEFGRID3
* xyz 0 1
I 0.89731 2.36512 -0.36814
S -1.32366 -0.75677 -0.86573
O -2.03636 0.12204 -1.72576
N -1.19800 -0.09998 0.74237
N 0.39226 -0.36722 -1.34425
C 0.19146 -0.17811 1.10107
C 1.04910 0.30461 -0.10638
H -1.57921 0.86799 0.78640
H 2.08320 0.04593 0.02873
H 0.27527 -1.35670 1.18783
H 0.85610 -1.22560 -1.54492
H 0.39253 0.27870 2.10879
*
```

***

[17]
C2H5IN3 as an isolated structure at a distorted geometry. Source: the OMol25 dataset; level of theory: ωB97M-V/def2-TZVPD.

* DFT total energy: -540.806430 Ha
* energy relative to the best compared isomer or geometry (same formula, charge and spin): 0.1 kcal per mole
* M: 197.987 g/mol
* LUMO level: -6.1 eV
* Kohn-Sham gap: 7.56 eV

Structure (ORCA input):
```
! RIJCOSX wB97M-V def2-TZVPD def2/J DEFGRID3
* xyz 1 1
I -3.46322 -0.17716 0.07534
N 2.17626 -0.62555 -0.40544
N -0.81320 0.39988 -0.45582
N 0.01676 -0.25137 0.35454
C -1.74765 1.21348 0.21264
C 1.04297 -1.03370 0.13077
H 1.08310 -2.02899 0.51448
H -1.70917 1.51315 1.21373
H 2.94668 -1.20803 -0.23898
H -1.72512 1.98889 -0.51890
H 2.19258 0.20940 -0.88236
*
```

***

[18]
A 2-piece molecular cluster, C2H5IO overall at a distorted geometry. Source: the OMol25 dataset; level of theory: ωB97M-V/def2-TZVPD.

* DFT total energy: -451.961200 Ha
* energy relative to the best compared isomer or geometry (same formula, charge and spin): 101.1 kcal per mole
* M: 171.965 g/mol
* LUMO level (alpha / beta): -0.5 / 0.2 eV
* Kohn-Sham gap (alpha / beta): 6.63 / 8.72 eV

Structure (ORCA input):
```
! RIJCOSX wB97M-V def2-TZVPD def2/J DEFGRID3
* xyz 0 1
I 0.94701 -1.40852 -1.58527
O 0.29913 -0.98059 1.33182
C 0.27774 0.34115 1.52715
C -0.39366 0.28165 -1.75484
H -1.28922 0.00811 -1.30052
H -0.47415 0.95501 1.09874
H -0.05156 1.17467 -2.18330
H -0.45705 -1.16721 0.73920
H 1.14176 0.79574 2.12702
*
```

***

[19]
One molecule with the formula C2H5IO2S at a distorted geometry. Source: the OMol25 dataset; level of theory: ωB97M-V/def2-TZVPD.

* DFT total energy: -925.408380 Ha
* energy relative to the best compared isomer or geometry (same formula, charge and spin): 62.9 kcal per mole
* M: 220.031 g/mol
* LUMO level: -1.6 eV
* Kohn-Sham gap: 7.31 eV

Structure (ORCA input):
```
! RIJCOSX wB97M-V def2-TZVPD def2/J DEFGRID3
* xyz 0 1
I -2.71654 0.18433 -0.20609
S -0.45149 1.35790 -0.88272
O -0.55943 2.67594 -0.31201
O -1.87461 0.07111 1.43090
C 0.76832 -1.08825 -0.39290
C 0.58150 0.28268 0.21247
H 1.37097 -1.55238 0.31133
H -0.13602 -1.76098 -0.39367
H 0.03625 0.29629 1.19345
H 1.39755 -1.22939 -1.35652
H 1.58350 0.76275 0.39578
*
```

***

[20]
A 2-piece molecular cluster, C2H5IOS overall at a distorted geometry. Source: the OMol25 dataset; level of theory: ωB97M-V/def2-TZVPD.

* DFT total energy: -850.184749 Ha
* energy relative to the best compared isomer or geometry (same formula, charge and spin): 82.4 kcal per mole
* M: 204.032 g/mol
* LUMO level (alpha / beta): -2.5 / -2.5 eV
* Kohn-Sham gap (alpha / beta): 6.61 / 6.61 eV

Structure (ORCA input):
```
! RIJCOSX wB97M-V def2-TZVPD def2/J DEFGRID3
* xyz 0 1
I -3.75382 -0.87971 0.35600
S -1.88095 -0.04032 1.62986
O -0.30426 -1.25413 0.14791
C 1.07064 0.73722 0.13710
C 0.32196 -0.34628 -0.67400
H 1.47542 1.46427 -0.66543
H 1.94567 0.34182 0.62725
H 1.13140 -1.07124 -1.00964
H 0.38543 1.14371 0.92704
H -0.39147 -0.09534 -1.47608
*
```